{
  "formula": "C34H49AsN5NaO3SSi2",
  "method": "ωB97M-V/def2-TZVPD",
  "homo_lumo_gap_ev": 4.5254,
  "total_charge": -2,
  "energy_ha": -5199.81302,
  "species": ["Na", "C", "O", "C", "C", "O", "C", "C", "O", "C", "H", "H", "H", "H", "H", "H", "H", "H", "H", "H", "H", "H", "H", "H", "C", "C", "C", "C", "C", "C", "N", "C", "C", "C", "C", "C", "C", "N", "N", "C", "C", "C", "C", "C", "N", "H", "H", "H", "H", "H", "H", "H", "H", "H", "H", "H", "H", "H", "S", "C", "C", "C", "C", "C", "N", "H", "H", "H", "H", "C", "Si", "C", "C", "As", "Si", "C", "C", "C", "H", "H", "H", "H", "H", "H", "H", "H", "H", "H", "H", "H", "H", "H", "H", "H", "H", "H"],
  "coordinates": [[-0.850274, -1.333336, 0.278355], [-1.856667, -3.585678, 2.427991], [-0.830980, -2.624714, 2.273743], [0.443234, -3.132088, 2.573126], [1.454975, -2.031463, 2.349172], [1.571314, -1.769638, 0.970138], [2.885067, -1.608860, 0.464887], [2.924505, -2.043062, -0.984140], [2.207928, -1.132865, -1.777539], [1.817409, -1.668717, -3.015254], [-1.847011, -3.982886, 3.452907], [-2.801759, -3.079090, 2.229761], [-1.718334, -4.416078, 1.725491], [0.480273, -3.473825, 3.621062], [0.672430, -3.983299, 1.924227], [1.120471, -1.121532, 2.863056], [2.422125, -2.327009, 2.776695], [3.185867, -0.557709, 0.552723], [3.582916, -2.242752, 1.033042], [3.983240, -2.085147, -1.297359], [2.483095, -3.042360, -1.079234], [2.673444, -1.752950, -3.704035], [1.360445, -2.655023, -2.896614], [1.083411, -0.991959, -3.445939], [-3.936384, 3.339828, -0.472204], [-2.553343, 3.316736, -0.352403], [-1.832423, 2.190322, -0.708243], [-2.486302, 1.062809, -1.203540], [-3.879439, 1.082549, -1.308703], [-4.592648, 2.211173, -0.945979], [-1.760012, -0.104209, -1.454514], [-1.931150, -0.751754, -2.573272], [-2.491254, -0.132796, -3.770444], [-2.690086, -0.814996, -4.919584], [-2.375683, -2.200521, -5.024399], [-1.852879, -2.831166, -3.940439], [-1.585263, -2.156930, -2.713766], [-1.053454, -2.835252, -1.658617], [-1.232328, -4.115122, -1.710805], [-0.461767, -4.899925, -0.882058], [-1.062155, -6.075802, -0.376839], [-0.307337, -6.938706, 0.374392], [1.042515, -6.646568, 0.600308], [1.545911, -5.484679, 0.048372], [0.831917, -4.625206, -0.672696], [-4.499638, 4.213898, -0.166831], [-2.023452, 4.176603, 0.039745], [-0.755997, 2.158414, -0.577079], [-4.399645, 0.182880, -1.610995], [-5.675275, 2.192608, -1.002625], [-2.711416, 0.924770, -3.716876], [-3.070069, -0.290050, -5.790560], [-2.520906, -2.724458, -5.960761], [-1.574264, -3.875000, -3.987720], [-2.107000, -6.253850, -0.588351], [-0.755832, -7.834484, 0.789412], [1.677515, -7.301260, 1.181883], [2.591485, -5.219857, 0.188666], [-4.672849, -1.385327, 1.377910], [-3.718751, -0.143118, 2.112471], [-4.312563, 0.803753, 2.983564], [-3.552764, 1.776488, 3.578278], [-2.183156, 1.836790, 3.308282], [-1.677790, 0.895848, 2.432530], [-2.400788, -0.062034, 1.856143], [-5.379130, 0.735492, 3.155858], [-4.017250, 2.498682, 4.243406], [-1.539712, 2.594843, 3.735989], [-0.627758, 0.935371, 2.148815], [3.775737, 4.517080, -1.483411], [2.111381, 3.599492, -1.336483], [1.845655, 2.724631, -2.995430], [0.813487, 4.986682, -1.292920], [2.000135, 2.002963, 0.301388], [2.679243, 3.296729, 2.066025], [2.142968, 2.429488, 3.670786], [4.571659, 3.471706, 2.241888], [2.059144, 5.088494, 2.229926], [3.810646, 5.136304, -2.384865], [4.598501, 3.801980, -1.515189], [3.938752, 5.166992, -0.621341], [1.710226, 3.440229, -3.811265], [0.961119, 2.088437, -2.945760], [2.695299, 2.082389, -3.229037], [0.995753, 5.715343, -2.089350], [0.825465, 5.510372, -0.337605], [-0.186722, 4.575397, -1.427647], [2.352665, 1.360954, 3.597195], [1.070541, 2.535679, 3.835484], [2.668344, 2.821619, 4.545722], [5.026611, 2.486948, 2.359301], [4.844505, 4.087702, 3.104386], [5.001419, 3.920187, 1.345562], [0.969905, 5.131631, 2.234368], [2.409600, 5.701885, 1.398464], [2.431381, 5.533902, 3.157863]],
  "forces_ev_per_angstrom": [[0.0, 0.2, 0.2], [-0.1, 0.0, 0.1], [0.1, 0.0, -0.1], [0.1, 0.0, 0.1], [0.1, 0.2, 0.2], [-0.3, -0.3, -0.1], [0.1, 0.2, -0.2], [0.1, -0.1, 0.1], [-0.1, 0.1, 0.1], [0.1, 0.0, -0.1], [0.0, 0.0, 0.0], [0.0, 0.0, 0.0], [0.0, 0.0, 0.0], [0.0, 0.1, 0.0], [0.1, -0.1, 0.0], [0.0, 0.0, 0.1], [0.0, 0.0, 0.0], [0.0, -0.1, 0.0], [0.0, 0.0, 0.0], [0.0, 0.0, 0.0], [0.1, 0.1, 0.0], [0.0, 0.0, 0.0], [0.0, 0.0, 0.0], [0.0, 0.0, 0.0], [0.0, 0.0, 0.0], [0.0, 0.1, 0.0], [0.0, 0.0, -0.1], [0.2, 0.1, 0.0], [-0.1, 0.0, 0.0], [0.0, 0.0, 0.0], [-0.2, -0.3, -0.2], [0.0, 0.2, -0.1], [0.0, 0.0, 0.1], [0.0, 0.1, 0.0], [0.0, -0.1, 0.1], [0.0, 0.0, -0.1], [0.0, -0.2, 0.1], [-0.4, -0.5, -0.4], [0.2, 0.4, -0.1], [0.1, -0.1, 0.1], [0.1, 0.1, -0.1], [0.1, 0.0, 0.1], [-0.1, -0.1, 0.0], [0.0, -0.1, 0.0], [-0.2, 0.0, -0.1], [0.0, 0.0, 0.0], [0.0, 0.0, 0.0], [0.0, 0.0, 0.0], [0.0, 0.0, 0.0], [0.0, 0.0, 0.0], [0.0, 0.0, 0.0], [0.0, 0.0, 0.0], [0.0, 0.0, 0.0], [0.0, 0.0, 0.0], [0.0, 0.0, 0.0], [0.0, 0.0, 0.0], [0.0, 0.0, 0.0], [0.0, 0.0, 0.0], [0.0, -0.1, 0.0], [-0.2, -0.1, -0.1], [-0.1, 0.0, 0.0], [0.1, 0.1, 0.0], [0.0, 0.0, 0.0], [0.0, 0.2, 0.1], [0.2, -0.1, -0.2], [0.0, 0.0, 0.0], [0.0, 0.0, 0.0], [0.0, 0.0, 0.0], [0.0, 0.0, 0.0], [-0.1, 0.0, 0.0], [0.1, 0.0, -0.1], [0.0, 0.1, 0.1], [0.1, -0.1, 0.0], [0.0, 0.1, 0.2], [0.1, 0.0, 0.1], [0.0, 0.0, -0.1], [-0.1, 0.0, 0.0], [0.0, -0.1, 0.0], [0.0, 0.0, -0.1], [0.0, 0.0, 0.0], [0.0, 0.0, 0.1], [0.0, 0.0, 0.0], [-0.1, 0.0, 0.0], [0.1, -0.1, 0.0], [0.0, 0.0, 0.0], [0.0, 0.1, 0.1], [-0.1, 0.0, 0.0], [0.0, -0.1, 0.0], [-0.1, 0.0, 0.0], [0.0, 0.0, 0.1], [0.0, -0.1, 0.0], [0.0, 0.0, 0.1], [0.0, 0.0, -0.1], [-0.1, 0.0, 0.0], [0.0, 0.0, 0.0], [0.0, 0.0, 0.0]],
  "lowdin_charge": [0.290, -0.082, -0.221, -0.200, -0.177, -0.167, -0.206, -0.223, -0.192, -0.112, 0.089, 0.015, 0.076, 0.129, 0.106, 0.129, 0.123, 0.046, 0.118, 0.125, 0.087, 0.083, 0.071, 0.086, -0.121, -0.103, -0.046, -0.301, -0.060, -0.103, 0.091, -0.234, -0.027, -0.111, -0.129, -0.057, -0.224, 0.080, 0.039, -0.339, -0.041, -0.101, -0.102, -0.183, 0.126, 0.082, 0.091, 0.030, 0.105, 0.092, 0.107, 0.091, 0.078, 0.091, 0.106, 0.096, 0.085, 0.103, 0.393, -0.837, -0.148, -0.118, -0.102, -0.169, 0.024, 0.074, 0.087, 0.078, 0.077, -0.257, 0.089, -0.251, -0.231, 0.682, 0.082, -0.256, -0.261, -0.251, 0.007, 0.010, -0.003, 0.012, 0.008, 0.013, 0.013, -0.004, -0.004, 0.000, -0.001, 0.011, 0.006, 0.006, -0.005, 0.013, -0.002, 0.010]
}